The ion C7H12O with charge -1 in a non-equilibrium geometry. Source: the Open Molecules 2025 dataset; level of theory: ωB97M-V/def2-TZVPD.

Each line ends with the natural charge from an NBO analysis.
Atoms and positions in Å:
O: 0.05149 -3.87375 -2.23960  -0.78
C: 0.48862 -3.31057 -1.17305  0.01
C: 0.85162 -1.84662 -1.15633  -0.50
C: 0.18474 -0.97328 -0.10483  -0.43
C: 0.49454 0.53967 -0.28420  -0.41
C: 0.23259 1.31637 0.98837  -0.45
C: -1.17046 1.79997 1.15624  -0.14
C: -1.58119 3.04547 1.01575  -0.43
H: 0.81016 -3.91300 -0.30506  0.06
H: 0.57009 -1.40069 -2.11858  0.19
H: 1.95883 -1.77223 -1.21760  0.16
H: -0.88053 -1.14303 -0.19798  0.19
H: 0.50301 -1.21106 0.91357  0.17
H: -0.13825 0.94989 -1.07164  0.19
H: 1.51998 0.54898 -0.66437  0.20
H: 0.87621 2.18300 1.10841  0.19
H: 0.51496 0.77178 1.89737  0.21
H: -1.87972 1.01374 1.41127  0.19
H: -2.50433 3.46414 1.39921  0.19
H: -0.90237 3.81122 0.64308  0.18

Values from the calculation:
Charge: -1
Energy (a.u.): -349.06947
Multiplicity: 2
Expectation value of S²: 0.7535
Max |F| (eV Å⁻¹): 1.3
Energy above the lowest of the compared OMol25 structures with the same formula, charge and spin (kcal per mole): 20.2